C43H35AuCl2N3O2S2Sb | ωB97M-V with the def2-TZVPD basis set

Structure (XYZ):
```
89
C43H35AuCl2N3O2S2Sb, DFT ωB97M-V with the def2-TZVPD basis set
Au 1.76 1.91 0.62
S 4.14 1.74 1.31
C 4.41 0.06 1.02
C 5.73 -0.39 0.95
C 6.01 -1.72 0.79
C 4.98 -2.65 0.70
C 3.67 -2.23 0.77
C 3.36 -0.88 0.92
S 1.69 -0.44 1.10
H 6.51 0.35 1.01
H 7.04 -2.04 0.74
H 5.20 -3.70 0.59
H 2.85 -2.92 0.70
Cl 4.87 -2.17 -2.69
C 3.18 -2.47 -2.43
C 2.77 -3.76 -2.12
C 1.42 -4.01 -1.91
C 0.51 -2.96 -1.96
C 0.94 -1.68 -2.24
Cl -0.25 -0.41 -2.16
C 2.29 -1.39 -2.52
N 2.77 -0.14 -2.77
C 2.11 0.89 -3.47
C 1.22 0.58 -4.48
C 0.56 1.59 -5.16
C 0.81 2.91 -4.84
C 1.74 3.22 -3.87
C 2.40 2.23 -3.16
C 3.43 2.53 -2.11
C 3.13 3.86 -1.37
O 3.48 4.91 -1.88
O 2.48 3.78 -0.28
H 3.50 -4.55 -2.06
H 1.08 -5.00 -1.67
H -0.53 -3.14 -1.76
H 3.78 -0.06 -2.73
H 1.05 -0.45 -4.74
H -0.13 1.34 -5.95
H 0.31 3.71 -5.38
H 1.95 4.26 -3.64
H 4.42 2.63 -2.57
H 3.46 1.73 -1.36
N -3.52 5.56 0.26
C -2.50 4.68 0.30
C -1.36 4.84 -0.49
C -0.33 3.94 -0.39
N -0.33 2.92 0.46
C -1.41 2.75 1.22
C -2.51 3.57 1.16
H -3.49 6.34 -0.37
H -4.39 5.36 0.72
H -1.28 5.67 -1.18
H 0.56 4.06 -0.99
H -1.40 1.92 1.90
H -3.37 3.38 1.79
C -5.79 1.27 1.62
C -5.22 1.14 0.37
C -3.98 0.54 0.24
C -3.31 0.06 1.35
C -3.89 0.19 2.60
C -5.12 0.80 2.74
Sb -1.39 -0.91 1.00
C -0.67 -1.18 3.03
C -0.36 -0.06 3.79
C 0.34 -0.18 4.98
C 0.74 -1.42 5.42
C 0.43 -2.55 4.68
C -0.25 -2.42 3.48
C -2.53 -2.72 0.56
C -3.09 -2.74 -0.71
C -3.96 -3.75 -1.08
C -4.26 -4.76 -0.18
C -3.69 -4.75 1.08
C -2.83 -3.73 1.46
H -6.77 1.72 1.73
H -5.74 1.49 -0.50
H -3.53 0.43 -0.74
H -3.38 -0.21 3.47
H -5.58 0.89 3.71
H -0.63 0.94 3.45
H 0.60 0.71 5.54
H 1.30 -1.52 6.35
H 0.74 -3.53 5.02
H -0.41 -3.30 2.87
H -2.86 -1.95 -1.41
H -4.41 -3.75 -2.06
H -4.95 -5.54 -0.46
H -3.91 -5.54 1.78
H -2.43 -3.73 2.46
```

HOMO energy (spin up / spin down) in Eh: -0.2812 / -0.2812
2S+1: 1
Relative energy (zero: lowest compared OMol25 entry of this formula, charge and spin) in kJ/mol: 131.70
Charge: 0
LUMO energy (spin up / spin down) in eV: -2.309 / -2.311
HOMO-LUMO gap (spin up / spin down) in hartree: 0.1963 / 0.1962

Mulliken population analysis, charges in e, atoms 1 to 2: number 1, Au, carries 1.008; number 2, S, carries -0.292